This record from the OMol25 dataset describes a molecular structure, C27H15B3N3O24V. The level of theory is the ωB97M-V functional and the def2-TZVPD basis.

Cartesian coordinates (Å):
V  -0.19793  -0.00068  -0.63315
O  0.64276  -1.50984  7.61016
C  1.14915  -1.60638  6.46911
O  0.73186  -0.93004  5.43008
B  1.77126  -1.08186  4.40473
O  2.53041  -2.32221  4.84398
C  2.28157  -2.55470  6.09137
O  2.83809  -3.35676  6.86648
O  2.64426  0.07578  4.34984
C  2.69572  0.46210  2.98948
O  3.37571  1.38374  2.50424
C  1.55159  -0.26338  2.24019
O  1.21232  -1.25403  3.06577
O  1.25917  -0.16026  1.04734
O  1.17093  -1.67301  -4.83517
C  2.03385  -2.14502  -3.99820
O  2.99925  -3.01723  -4.29854
B  3.89820  -3.18320  -3.12046
O  3.13361  -2.59026  -2.06539
C  1.98843  -1.92526  -2.45326
O  1.21626  -1.25800  -1.81644
O  4.01592  -4.58536  -2.71400
C  5.28796  -4.78959  -2.36803
O  5.80368  -5.78211  -1.87023
C  6.12056  -3.53831  -2.81348
O  5.22577  -2.63613  -3.16902
O  7.31155  -3.44817  -2.87358
O  0.07721  2.15901  3.39863
C  -0.95947  2.63779  2.87549
O  -1.74615  3.56723  3.39724
B  -2.71690  3.99675  2.40220
O  -2.50120  3.17263  1.24988
C  -1.46336  2.39634  1.45726
O  -1.03383  1.55380  0.66151
O  -2.48406  5.43511  2.19550
C  -3.58878  6.14645  2.42210
O  -3.74461  7.39355  2.38766
C  -4.66063  5.10783  2.85075
O  -4.07689  3.92847  2.94981
O  -5.86254  5.31938  3.13318
N  -1.34627  -1.81996  0.10842
C  -1.37968  -3.15440  -0.37518
C  -2.08773  -4.17277  0.23430
C  -2.61289  -3.96394  1.51883
C  -2.65966  -2.69638  2.00811
C  -2.04104  -1.64582  1.25600
H  -0.73412  -3.29336  -1.22978
H  -2.12955  -5.18164  -0.14886
H  -3.14414  -4.72308  2.07370
H  -3.22128  -2.43343  2.89231
H  -2.21983  -0.61784  1.53470
N  -2.01208  0.20537  -1.96935
C  -3.16070  0.94893  -1.68585
C  -4.19271  1.19182  -2.57353
C  -4.25440  0.65745  -3.83901
C  -3.22006  -0.27194  -4.10024
C  -2.12818  -0.38931  -3.24710
H  -3.30850  1.37330  -0.70378
H  -5.03673  1.84665  -2.41474
H  -5.08347  0.87190  -4.49707
H  -3.29988  -0.93343  -4.95021
H  -1.32550  -1.04684  -3.54671
N  0.83967  1.65870  -1.64962
C  0.90199  1.79506  -3.00596
C  1.65406  2.73517  -3.65982
C  2.51693  3.56306  -2.97101
C  2.54308  3.46620  -1.57764
C  1.67996  2.57143  -0.92735
H  0.44583  1.04344  -3.63318
H  1.75426  2.61364  -4.72828
H  3.22631  4.17651  -3.50659
H  3.23557  4.12055  -1.06905
H  1.87002  2.38078  0.11856

Calculated values
largest force on an atom	6.588	eV Å⁻¹
orbital gap (spin up / spin down)	6.16 / 2.24	eV
spin multiplicity	5